Record 1
ORCA calculation (ωB97M-V/def2-TZVPD) on 4 unconnected molecules or ions with the total composition C25H61FNO7P2.

Summary:
E_LUMO, Eh: 0.07364
Orbital gap, eV: 5.91
Net charge: -1
2S+1: 1

Each line ends with the Löwdin charge.
Element x y z (Å)
C 9.412 -2.734 1.487  -0.136
O 8.403 -1.806 1.784  -0.194
C 8.186 -0.839 0.763  -0.232
C 6.986 -1.173 -0.125  -0.179
C 6.183 0.047 -0.582  -0.207
C 5.734 0.976 0.556  -0.224
C 4.334 1.550 0.339  -0.207
C 3.759 2.205 1.610  -0.215
C 2.683 1.323 2.240  -0.230
C 1.398 1.267 1.417  -0.283
C 0.253 0.537 2.142  -0.298
P -0.881 -0.744 1.211  0.671
C -0.842 -1.946 2.710  -0.391
N 0.222 -2.961 2.611  -0.066
C -2.509 0.049 2.077  -0.234
C -3.771 -0.698 2.092  -0.385
O -4.178 -1.402 2.992  -0.013
C -1.856 -2.151 0.223  -0.297
C -1.598 -2.438 -1.272  -0.279
C -1.334 -3.908 -1.587  -0.205
C -2.442 -4.859 -1.118  -0.265
O -3.712 -4.209 -1.134  -0.080
P 1.115 -1.737 0.332  0.641
O 2.456 -1.625 1.012  -0.544
C -1.130 0.500 -0.307  -0.423
C -2.489 0.476 -0.984  -0.096
F -0.948 1.829 0.152  -0.114
H 9.168 -3.333 0.599  0.087
H 10.381 -2.243 1.320  0.081
H 9.506 -3.404 2.343  0.083
H 8.046 0.120 1.267  0.112
H 9.096 -0.761 0.153  0.114
H 6.337 -1.861 0.425  0.124
H 7.340 -1.714 -1.010  0.104
H 6.760 0.607 -1.327  0.107
H 5.288 -0.315 -1.095  0.108
H 6.438 1.811 0.658  0.109
H 5.747 0.433 1.509  0.119
H 4.364 2.266 -0.490  0.111
H 3.681 0.720 0.050  0.090
H 3.362 3.204 1.404  0.097
H 4.578 2.329 2.327  0.095
H 2.414 1.709 3.234  0.107
H 3.078 0.313 2.357  0.095
H 1.596 0.828 0.437  0.064
H 1.102 2.299 1.210  0.099
H 0.709 -0.028 2.964  0.063
H -0.373 1.299 2.614  0.070
H -0.731 -1.366 3.628  0.071
H -1.819 -2.430 2.787  0.066
H 0.816 -2.985 3.428  0.065
H -0.163 -3.886 2.480  0.055
H -2.230 0.208 3.123  0.077
H -2.706 1.035 1.646  0.081
H -4.398 -0.605 1.186  0.099
H -1.595 -3.074 0.756  0.053
H -2.936 -2.058 0.348  0.053
H -2.471 -2.148 -1.860  0.086
H -0.773 -1.848 -1.680  0.071
H -0.391 -4.229 -1.136  0.080
H -1.214 -4.027 -2.671  0.105
H -2.482 -5.726 -1.789  0.102
H -2.213 -5.247 -0.119  0.108
H -4.209 -4.471 -0.351  0.087
H 0.834 -3.079 -0.020  -0.048
H 1.252 -1.245 -1.005  -0.040
H -0.358 0.370 -1.070  0.082
H -2.432 0.051 -1.986  0.060
H -3.239 -0.087 -0.433  0.039
H -2.854 1.498 -1.114  0.086
C -6.044 -0.894 -4.257  -0.089
C -5.367 -0.115 -3.146  -0.317
O -4.426 0.832 -3.642  -0.086
H -5.297 -1.418 -4.855  0.075
H -6.741 -1.629 -3.850  0.076
H -6.603 -0.221 -4.909  0.042
H -4.795 -0.775 -2.494  0.100
H -6.119 0.391 -2.529  0.110
H -4.887 1.446 -4.220  0.076
C 2.970 6.239 4.406  -0.094
C 4.325 5.557 4.414  -0.328
O 4.755 5.186 3.113  -0.083
H 2.226 5.590 3.945  0.077
H 2.646 6.478 5.421  0.070
H 3.009 7.170 3.835  0.069
H 4.276 4.623 4.974  0.112
H 5.072 6.197 4.899  0.103
H 4.822 5.979 2.573  0.079
C -10.860 1.720 -5.366  -0.095
C -9.361 1.951 -5.349  -0.321
O -8.622 0.773 -5.655  -0.090
H -11.129 0.932 -4.663  0.076
H -11.397 2.630 -5.095  0.072
H -11.193 1.415 -6.361  0.070
H -9.031 2.244 -4.353  0.113
H -9.094 2.758 -6.040  0.108
H -8.873 0.482 -6.537  0.084

---

Record 2
ORCA calculation (ωB97M-V/def2-TZVPD) on a molecular structure, C39H57BN7O4S3W.

Summary:
E_LUMO (alpha / beta), Eh: -0.10172 / -0.12003
⟨S²⟩: 2.0170
Orbital gap (alpha / beta), eV: 6.59 / 6.06
Net charge: +1
2S+1: 3

Each line ends with the Löwdin charge.
Element x y z (Å)
W 0.058 -0.497 -0.577  1.306
C -4.011 3.292 -1.708  -0.031
C -2.643 3.792 -2.172  -0.529
C -2.052 2.927 -3.276  -0.026
C -2.814 5.212 -2.709  -0.048
N -1.698 3.813 -1.003  0.029
C -1.095 4.967 -0.539  -0.015
C -0.426 4.648 0.584  -0.027
N -0.610 3.307 0.822  0.031
B -0.139 2.698 2.171  -0.554
N -1.264 1.799 2.745  0.038
C -2.344 2.384 3.369  -0.026
C -3.257 1.422 3.603  -0.014
N -2.744 0.235 3.116  0.028
C -1.527 0.493 2.594  -0.640
S -0.393 -0.641 1.955  0.771
C -3.497 -1.067 3.079  -0.525
C -2.702 -2.147 3.809  -0.033
C -4.834 -0.886 3.794  -0.048
C -3.752 -1.428 1.619  -0.032
N 1.280 2.068 2.110  0.042
C 2.050 2.027 3.252  -0.036
C 3.306 1.695 2.899  -0.035
N 3.317 1.519 1.526  0.020
C 2.058 1.729 1.067  -0.601
S 1.544 1.579 -0.576  0.751
C 4.560 1.322 0.698  -0.528
C 4.706 2.509 -0.254  -0.037
C 5.771 1.294 1.629  -0.045
C 4.499 -0.002 -0.059  -0.017
C -1.356 2.797 -0.170  -0.577
S -1.882 1.138 -0.307  0.758
H -4.702 3.325 -2.550  0.097
H -4.403 3.939 -0.921  0.098
H -3.973 2.272 -1.335  0.036
H -2.758 2.864 -4.105  0.104
H -1.841 1.928 -2.913  0.031
H -1.122 3.362 -3.645  0.097
H -3.507 5.164 -3.548  0.098
H -1.878 5.627 -3.082  0.091
H -3.243 5.885 -1.966  0.094
H -1.201 5.916 -1.024  0.118
H 0.151 5.263 1.250  0.131
H -0.050 3.627 2.929  0.127
H -2.361 3.434 3.601  0.130
H -4.212 1.487 4.086  0.119
H -2.472 -1.831 4.828  0.095
H -1.776 -2.389 3.293  0.032
H -3.309 -3.051 3.860  0.096
H -4.707 -0.618 4.844  0.093
H -5.358 -1.840 3.755  0.097
H -5.467 -0.148 3.301  0.089
H -2.826 -1.523 1.055  0.029
H -4.379 -0.669 1.147  0.095
H -4.268 -2.386 1.566  0.101
H 1.641 2.266 4.218  0.135
H 4.183 1.592 3.507  0.120
H 4.641 3.450 0.294  0.097
H 3.946 2.497 -1.032  0.041
H 5.684 2.459 -0.732  0.095
H 5.898 2.234 2.168  0.093
H 6.658 1.143 1.015  0.098
H 5.722 0.470 2.342  0.086
H 3.618 -0.085 -0.691  0.046
H 4.530 -0.838 0.640  0.077
H 5.381 -0.079 -0.697  0.106
C 0.532 0.887 -4.658  0.010
C 0.296 -0.333 -3.794  -0.462
C -0.388 -1.470 -4.534  0.013
O -0.499 0.059 -2.627  -0.247
C 1.596 -0.849 -3.195  -0.570
O 2.564 -1.075 -3.879  0.122
O 1.525 -1.056 -1.910  -0.241
H -0.402 1.230 -5.105  0.090
H 1.230 0.619 -5.449  0.105
H 0.969 1.695 -4.071  0.096
H -1.282 -1.120 -5.052  0.092
H -0.656 -2.276 -3.848  0.105
H 0.306 -1.856 -5.280  0.110
H -1.443 -0.081 -2.803  0.016
C 2.558 -1.786 2.521  -0.016
C 2.334 -2.226 1.107  -0.356
O 1.499 -1.636 0.407  -0.258
C 3.105 -3.345 0.562  -0.164
C 3.030 -3.647 -0.802  0.007
C 3.768 -4.692 -1.322  -0.038
C 4.574 -5.457 -0.488  -0.047
C 4.648 -5.173 0.870  -0.056
C 3.924 -4.118 1.394  -0.011
H 2.118 -0.808 2.686  0.029
H 3.621 -1.768 2.759  0.091
H 2.078 -2.503 3.193  0.115
H 2.413 -3.035 -1.442  0.106
H 3.718 -4.910 -2.380  0.116
H 5.149 -6.278 -0.897  0.113
H 5.272 -5.773 1.518  0.111
H 3.988 -3.913 2.453  0.113
C -0.360 -3.903 0.593  -0.041
C -1.443 -3.306 -0.247  -0.372
C -2.603 -3.977 -0.525  -0.074
C -3.373 -3.148 -1.365  -0.077
C -2.655 -2.002 -1.578  -0.372
C -3.153 -0.955 -2.536  -0.070
N -1.441 -2.058 -0.876  -0.097
H -0.710 -4.880 0.926  0.088
H -0.136 -3.316 1.485  0.033
H 0.558 -4.071 0.033  0.064
H -2.847 -4.966 -0.168  0.104
H -4.337 -3.361 -1.799  0.105
H -2.678 -1.015 -3.526  0.064
H -3.112 0.072 -2.175  0.004
H -4.206 -1.164 -2.723  0.100

---

Record 3
ORCA calculation (ωB97M-V/def2-TZVPD) on 2 unconnected molecules or ions with the total composition C22H21NO6S at a distorted geometry.

Summary:
E_LUMO, Eh: -0.11483
Orbital gap, eV: 2.51
2S+1: 1

Each line ends with the Löwdin charge.
Element x y z (Å)
C -6.574 1.248 -1.509  -0.037
O -5.941 -0.010 -1.171  -0.045
C -4.664 -0.212 -1.586  -0.208
C -4.054 -1.452 -1.248  0.039
C -2.759 -1.704 -1.630  0.017
C -2.019 -0.732 -2.349  -0.176
C -0.662 -1.009 -2.668  0.037
O 0.002 -0.163 -3.399  -0.031
C 1.326 -0.478 -3.864  0.010
C -2.637 0.497 -2.709  0.031
C -3.933 0.754 -2.329  0.015
H -7.568 1.167 -1.072  0.101
H -6.029 2.095 -1.068  0.104
H -6.642 1.375 -2.599  0.102
H -4.642 -2.173 -0.683  0.136
H -2.264 -2.644 -1.392  0.135
H -0.210 -1.987 -2.452  0.173
H 1.644 0.408 -4.413  0.107
H 1.997 -0.665 -3.016  0.103
H 1.307 -1.351 -4.527  0.109
H -2.073 1.230 -3.279  0.133
H -4.397 1.706 -2.598  0.115
C 4.493 3.970 -0.826  -0.091
C 3.794 3.003 -1.558  -0.091
C 3.438 1.795 -0.957  -0.073
C 3.787 1.554 0.373  -0.277
S 3.369 -0.036 1.116  0.640
C 1.807 0.240 1.792  -0.225
C 1.147 -0.709 2.575  -0.294
C -0.144 -0.407 3.148  -0.062
C -0.860 -1.343 3.862  -0.025
C -0.320 -2.638 4.062  -0.204
N -1.040 -3.628 4.781  -0.362
O -0.522 -4.760 4.928  -0.004
O -2.168 -3.344 5.244  -0.006
C 0.950 -2.964 3.536  -0.013
C 1.665 -2.032 2.824  -0.045
O 3.273 -0.940 -0.014  -0.368
O 4.404 -0.243 2.107  -0.331
C 4.490 2.511 1.109  -0.051
C 4.837 3.724 0.507  -0.078
H 4.772 4.912 -1.298  0.100
H 3.522 3.181 -2.601  0.096
H 2.900 1.032 -1.516  0.083
H 1.448 1.262 1.706  0.071
H -0.550 0.594 2.995  0.099
H -1.840 -1.129 4.286  0.108
H 1.345 -3.965 3.707  0.114
H 2.645 -2.315 2.445  0.098
H 4.769 2.302 2.140  0.116
H 5.380 4.472 1.088  0.105